# 1
Formula: C40H82NO16PbS7
Source: the OMol25 dataset
Level of theory: ωB97M-V/def2-TZVPD

Structure (XYZ):
```
147
Properties=species:S:1:pos:R:3:forces:R:3
Pb -2.23336 0.36481 6.24491 0.4 0.1 -1.2
C -0.30065 1.49858 0.16281 1.1 0.4 0.4
C -1.64477 1.42297 0.93626 0.1 -0.3 -0.4
C -2.51472 0.28843 0.33530 0.1 0.1 0.7
O -1.47098 1.34682 2.30330 0.1 -0.1 0.0
H 0.32232 0.61263 0.28576 -0.2 -0.3 0.1
H 0.32281 2.32558 0.50263 -0.1 0.1 0.7
H -0.28465 1.74677 -0.89843 -1.0 -0.4 -0.3
H -2.12432 2.36968 0.68749 -0.5 0.5 0.1
H -1.95357 -0.63131 0.50052 -0.1 -0.2 -0.3
H -2.75839 0.43109 -0.71750 0.4 0.0 -0.1
H -3.46687 0.19859 0.85823 0.0 0.1 0.2
C -4.89019 6.80174 4.46709 -0.3 -0.6 1.0
C -5.43759 7.38010 5.84361 2.2 0.1 -0.8
C -5.15463 6.31149 6.97278 -0.3 0.5 -1.9
S -3.29723 5.82191 6.59083 -3.6 -1.9 0.9
O -3.00682 4.40058 7.03493 -0.2 3.1 -1.2
O -2.58292 6.95703 7.12715 0.6 -0.9 -0.9
C -3.71721 5.81909 4.74047 0.1 0.1 -0.1
H -4.61741 7.57885 3.75310 0.1 0.1 0.3
H -5.66380 6.20306 3.98626 -0.1 0.1 0.0
H -6.40627 7.85370 5.68408 -0.4 -0.8 0.5
H -4.78532 8.24510 5.96374 0.1 0.1 0.7
H -5.87325 5.52177 6.75365 0.5 -0.7 0.1
H -5.38771 6.62928 7.98903 0.8 0.2 0.0
H -4.07668 4.82420 4.47766 0.1 -0.3 0.8
H -2.87509 5.92913 4.05724 0.3 0.5 0.5
C 0.97651 -5.57521 -5.31726 -0.2 -1.6 1.5
C 0.44339 -4.36186 -5.96113 -2.0 0.9 0.0
C -0.39438 -3.63038 -4.81730 0.3 0.4 -1.0
S -1.27825 -4.84121 -3.87074 3.6 -1.8 0.0
O -2.59412 -5.07720 -4.31595 -1.9 -0.1 -0.7
O -1.00198 -4.57655 -2.47989 -0.4 0.2 0.3
C -0.09636 -6.21167 -4.37666 -0.1 0.9 1.0
H 1.79630 -5.21248 -4.69719 0.3 -0.6 0.1
H 1.28797 -6.37311 -5.99138 0.4 0.4 -0.2
H -0.23625 -4.66877 -6.75610 -0.2 0.3 -0.1
H 1.24658 -3.80125 -6.43936 -0.2 0.5 0.3
H -1.18091 -2.94891 -5.14144 0.4 0.3 -0.3
H 0.21796 -3.17856 -4.03691 0.2 0.2 -0.4
H -0.60833 -7.12019 -4.69381 -0.1 0.3 -0.4
H 0.35687 -6.40345 -3.40409 0.0 -0.3 -0.1
C -6.19138 -4.23288 1.43338 2.4 -1.0 -0.9
C -7.43199 -3.94980 2.20089 -1.0 0.5 -0.4
C -7.11294 -3.36786 3.54373 0.4 0.3 0.6
S -5.49461 -4.02704 4.00970 0.7 -2.3 0.6
O -5.55400 -5.04219 5.06378 -0.4 0.9 -1.0
O -4.60628 -2.92493 4.27534 0.4 0.8 -0.4
C -5.17759 -4.96772 2.38299 -2.2 1.1 0.5
H -5.69295 -3.39101 0.95282 -0.2 0.6 0.5
H -6.40086 -4.83995 0.55266 -0.1 -0.4 0.2
H -8.02320 -4.85925 2.30799 -0.1 0.1 -0.1
H -7.98288 -3.17770 1.66377 -0.5 -0.4 -0.1
H -7.86359 -3.57241 4.30713 0.3 -0.2 0.1
H -6.97770 -2.28928 3.46315 0.2 0.0 0.1
H -5.67260 -5.90012 2.65442 0.4 -0.3 0.0
H -4.15408 -5.13696 2.04849 -0.1 0.5 0.3
C 0.23389 4.61404 -4.81633 0.4 2.2 1.0
C 1.75318 4.95038 -4.59687 1.5 1.1 -1.4
C 2.17893 6.51825 -4.75509 -2.6 -0.8 -1.4
S 0.72571 7.20574 -5.72966 -2.1 -0.8 -1.7
O 1.04798 7.63311 -7.12552 0.1 -0.7 3.1
O -0.12020 8.03615 -4.89856 0.7 0.3 0.0
C -0.20588 5.57496 -5.93117 1.7 -0.3 -0.9
H -0.30652 4.91815 -3.91990 -0.2 -0.4 0.2
H 0.04755 3.56179 -5.03119 0.2 0.1 0.0
H 2.25576 4.48325 -5.44381 0.2 -0.2 0.0
H 2.33011 4.63166 -3.72872 -0.8 -0.4 0.3
H 2.89247 6.77167 -5.53914 0.8 -0.6 0.7
H 2.27410 7.04949 -3.80808 0.0 0.1 -0.3
H 0.24120 5.24396 -6.86853 0.1 -0.2 -0.1
H -1.25913 5.66965 -6.19536 0.0 0.5 0.7
C 0.81835 -6.28574 3.46846 1.5 0.4 1.5
C 1.41145 -4.97767 2.81552 -1.3 -0.5 -0.1
C 2.09300 -3.97916 3.78534 -0.5 -1.5 0.6
S 1.15462 -4.18544 5.33481 -0.5 -2.5 2.1
O 0.10656 -3.18972 5.53549 0.6 0.3 -0.2
O 2.05552 -4.48749 6.49683 -1.7 0.8 -2.9
C 0.18993 -5.79573 4.74626 -1.1 2.6 0.9
H 1.59599 -6.98498 3.77578 0.2 -0.2 -0.6
H 0.08131 -6.77212 2.82947 0.2 0.1 -0.1
H 0.48267 -4.50395 2.49764 0.1 0.4 -0.4
H 1.96701 -5.23963 1.91506 0.3 0.3 0.2
H 2.05136 -2.94773 3.43529 0.3 -0.2 0.2
H 3.04193 -4.35176 4.17110 0.4 0.4 -0.6
H -0.78857 -5.36241 4.53918 0.0 0.7 -0.6
H -0.15876 -6.32062 5.63564 1.3 -0.9 0.0
C -6.64390 -1.54591 -5.93654 -1.3 -1.6 0.7
C -6.54239 -1.33244 -4.35703 -1.2 -0.1 -0.8
C -7.94285 -0.85787 -3.90716 -0.5 0.9 -1.2
S -9.12930 -1.99525 -4.67318 -1.0 1.0 0.2
O -10.34781 -1.26537 -5.11281 2.1 -1.3 0.8
O -9.27741 -3.17771 -3.82775 0.3 0.7 -1.0
C -8.03484 -2.26435 -6.12389 -0.9 -0.7 0.2
H -5.89858 -2.25565 -6.29552 0.2 0.1 0.3
H -6.61581 -0.72491 -6.65297 0.1 0.6 0.8
H -5.72818 -0.69016 -4.02141 -0.1 0.0 -0.1
H -6.48144 -2.31889 -3.89736 0.7 -0.1 -0.1
H -8.24440 0.00731 -4.49761 0.3 0.5 0.1
H -8.16985 -0.61269 -2.86964 0.2 -0.6 0.0
H -8.65562 -2.03216 -6.98923 0.3 0.8 0.0
H -8.06910 -3.35251 -6.17717 0.9 -0.2 0.2
C 4.29353 5.61181 5.93984 -0.1 -0.2 0.0
C 4.12569 5.12505 4.44668 -0.7 -0.6 0.8
C 2.90778 4.16951 4.50618 0.4 -0.2 0.2
S 3.27795 3.07196 5.91899 -1.0 1.7 1.6
O 4.33747 2.22208 5.48646 0.4 -1.0 -0.4
O 2.09836 2.54099 6.63086 1.2 0.5 -1.3
C 4.06294 4.36783 6.97805 -0.5 1.0 -1.9
H 3.61911 6.44453 6.13938 -1.2 -0.6 0.0
H 5.14902 6.27642 6.06044 1.0 -1.1 0.2
H 4.99650 4.62766 4.01960 0.1 -0.1 0.4
H 3.84655 5.89787 3.73050 0.2 0.4 0.4
H 2.77494 3.50984 3.64869 0.0 0.1 0.0
H 2.02679 4.79262 4.66012 -0.2 -0.4 0.3
H 4.95664 3.90939 7.40139 0.0 0.2 -0.2
H 3.31270 4.57942 7.73993 0.3 0.2 0.0
C 7.57047 1.28285 -1.38215 -0.9 -0.7 -0.9
C 7.70927 -0.23713 -0.91585 0.0 0.6 1.1
C 6.46374 -0.64372 -0.11795 -2.6 1.0 -1.6
C 5.17680 -0.98584 -1.09065 2.2 0.3 3.1
C 5.58436 -2.13001 -1.99267 -0.4 1.2 -0.6
C 6.80305 -1.67262 -2.86398 -1.0 -0.1 -0.9
N 7.91894 -1.18269 -2.01419 -1.6 -1.1 1.2
O 9.12508 -0.99646 -2.67348 0.2 0.3 -0.5
C 7.20937 -2.85989 -3.72835 1.0 -0.1 0.8
C 6.28596 -0.62789 -3.90122 0.5 0.5 0.6
C 8.87546 -0.37101 0.11898 0.1 -0.8 -1.5
H 6.52651 1.58411 -1.46872 -0.4 -0.2 0.7
H 8.05234 2.07585 -0.81027 0.4 -0.4 0.1
H 7.77477 1.37523 -2.44884 1.1 0.0 0.1
H 6.50034 -1.39419 0.67171 0.7 -0.4 -0.5
H 6.24225 0.27962 0.41729 -0.3 0.0 0.2
H 4.36670 -1.20962 -0.39656 -0.1 -0.4 -0.1
H 4.83934 -0.07012 -1.57612 0.3 -0.2 -0.6
H 4.66903 -2.27225 -2.56717 0.3 -0.2 -1.0
H 5.71170 -3.12608 -1.56871 0.5 0.3 0.8
H 6.33910 -3.28910 -4.22486 0.1 0.3 -0.3
H 7.64229 -3.66742 -3.13796 0.0 -0.1 0.2
H 8.00069 -2.49512 -4.38322 -0.3 -0.4 -0.5
H 6.92700 -0.52282 -4.77651 0.2 -0.3 0.1
H 6.30999 0.35199 -3.42441 -0.6 0.0 -0.2
H 5.29433 -0.90508 -4.25892 -0.1 0.2 0.1
H 8.73112 -0.02112 1.14116 -0.3 0.7 -0.4
H 9.01987 -1.44398 0.24539 0.2 -0.2 -0.1
H 9.74826 0.04532 -0.38401 0.3 0.1 0.6
H 9.66685 -1.66870 -2.25374 0.4 0.0 -0.2
```
Positions in Å, forces in eV/Å.

Output
**Total energy**: -5811.2057 Eh
**Total charge**: +1
**HOMO-LUMO gap**: 0.0944 Ha
**E_LUMO**: -6.954 eV

=====

# 2
Formula: C3H8N3O2
Source: the OMol25 dataset
Level of theory: ωB97M-V/def2-TZVPD

Structure (XYZ):
```
16
Properties=species:S:1:pos:R:3:forces:R:3
C 2.81628 -1.57439 -0.77841 -1.0 1.2 -0.9
O 1.52940 -0.84642 -0.62957 -0.1 -0.4 -1.2
C 0.93968 -0.91238 0.49107 -3.6 1.6 1.4
O 1.10208 -1.52006 1.50330 0.5 -0.1 -0.3
C -0.50042 0.10505 0.51527 1.5 -1.2 -0.2
N -1.24706 -0.07170 1.63330 -0.7 -1.0 1.9
N -0.68642 0.92966 -0.45474 1.9 -1.4 -0.5
N -1.79182 1.76532 -0.33946 -0.3 1.3 3.6
H 3.24493 -1.29657 0.14515 1.4 -0.7 0.8
H 3.21648 -1.00091 -1.60556 0.5 -0.2 0.0
H 2.71637 -2.62631 -1.06845 -0.3 0.3 0.6
H -0.82843 -0.64643 2.40537 0.0 0.6 -1.4
H -2.28539 -0.14364 1.79191 1.5 0.5 -1.0
H -1.51184 2.63919 0.18758 0.0 -0.8 -0.3
H -2.46824 1.32206 0.35651 -0.3 1.0 -2.0
H -1.99549 2.15509 -1.24785 -1.3 -0.6 -0.5
```
Positions in Å, forces in eV/Å.

Output
**Total energy**: -433.5298 Eh
**Total charge**: +1
**SMILES string**: COC(=O)/C(N)=N/[NH3+]
**HOMO-LUMO gap**: 0.3897 Ha
**E_LUMO**: -3.709 eV

=====

# 3
Formula: C10H10N2
Source: the OMol25 dataset
Level of theory: ωB97M-V/def2-TZVPD

Structure (XYZ):
```
22
Properties=species:S:1:pos:R:3:forces:R:3
C 6.94553 -23.50384 0.38473 0.9 0.4 0.3
C 6.33324 -22.94362 1.48041 -0.2 0.3 -0.1
C 6.54740 -21.58086 1.75028 -1.0 -1.3 -0.1
N 7.28884 -20.79585 1.00348 0.6 0.1 -0.2
C 7.91255 -21.34621 -0.06490 -1.5 0.5 0.3
C 7.72012 -22.66840 -0.42658 0.4 -0.5 0.1
H 6.97314 -24.57684 0.25446 -0.5 0.0 -0.3
H 5.64762 -23.54132 2.06548 0.2 0.1 0.3
H 5.96422 -21.18979 2.57857 0.4 0.5 0.0
H 8.36641 -20.58942 -0.69011 0.5 -0.4 -0.2
H 8.19286 -23.11838 -1.29083 0.1 0.3 -0.1
C 7.96661 -28.33274 4.04120 -0.1 -0.1 0.3
C 7.55127 -27.29477 4.86366 -0.3 -0.4 -0.7
C 6.93779 -26.20891 4.23866 0.6 0.1 0.7
N 6.89087 -26.02300 2.92485 0.3 -0.5 0.1
C 7.44835 -26.98191 2.15886 -1.0 0.6 0.3
C 7.90850 -28.18173 2.66702 0.5 0.2 -0.2
H 8.29610 -29.28291 4.44386 0.2 0.1 0.1
H 7.65717 -27.36347 5.93586 -0.2 0.1 0.1
H 6.52960 -25.44703 4.89453 -0.2 0.2 -0.3
H 7.37724 -26.73667 1.10773 0.3 -0.4 -0.2
H 8.31865 -28.95359 2.03024 -0.2 0.0 -0.1
```
Positions in Å, forces in eV/Å.

Output
**Total energy**: -496.5414 Eh
**SMILES string**: c1ccncc1.c1ccncc1
**HOMO-LUMO gap**: 0.3758 Ha
**E_LUMO**: 0.814 eV

=====

Which formula does entry 1 have? C40H82NO16PbS7